# 1
Density functional theory data (ωB97M-V with the def2-TZVPD basis set) for a cluster of 2 separate species, C6H12N2OS in total in a non-equilibrium geometry.

```
22
Properties=species:S:1:pos:R:3
C -1.71336 -0.65079 1.25610
C -1.36084 0.00431 -0.07590
C -2.48020 0.78594 -0.69264
C -0.30656 1.02974 0.35406
N 0.45464 1.55734 1.06870
S 1.46939 2.44176 1.78951
H -2.11607 0.10590 1.86097
H -0.86486 -1.17039 1.53688
H -2.52958 -1.42781 1.18824
H -0.95839 -0.78283 -0.69658
H -2.28484 1.33323 -1.58674
H -2.69002 1.53026 0.14585
H -3.33392 0.10943 -0.78589
H 1.87738 1.04150 -2.09037
N 1.56013 0.11457 -1.70727
C 2.05667 -0.17648 -0.59520
C 1.69887 -1.59998 -0.13597
O 3.16319 0.38446 0.01804
H 0.96544 -1.83640 -0.83118
H 1.64900 -1.69675 0.93374
H 2.50497 -2.36860 -0.46869
H 3.23895 1.27160 -0.48569
```

Calculated values
Charge: 0
F_max, eV/A: 4.48
Kohn-Sham gap, eV: 8.65

***

# 2
Density functional theory data (ωB97M-V with the def2-TZVPD basis set) for an isolated molecule of C3H8N2O2 in a non-equilibrium geometry.

```
15
Properties=species:S:1:pos:R:3
C 2.48240 0.30666 -1.09535
C -2.57413 0.17033 1.20651
C 1.00535 0.21737 -0.81185
N 0.59798 -0.89986 0.01451
N -0.43528 -0.94954 0.63753
O -0.90622 -1.84946 1.21863
O -1.34207 0.29355 0.61926
H 2.53509 1.29876 -1.44786
H 3.27019 0.32382 -0.20753
H 2.71935 -0.36873 -1.89423
H -2.58788 -0.59275 1.97291
H -3.30250 -0.24092 0.44760
H -2.79941 1.13047 1.56051
H 0.64259 0.09201 -1.90733
H 0.69453 1.06830 -0.31331
```

Calculated values
Multiplicity: 3
⟨S²⟩: 2.01
Charge: 0
F_max, eV/A: 11.61
Kohn-Sham gap (spin up / spin down), eV: 7.13 / 7.90

***

# 3
Density functional theory data (ωB97M-V with the def2-TZVPD basis set) for an isolated molecule of C7H8BClOS in a non-equilibrium geometry.

```
19
Properties=species:S:1:pos:R:3
B 0.47855 0.00131 -0.30948
C -1.47583 -1.60963 0.37820
C -2.85376 -1.39226 0.41246
C -0.88374 -0.35158 -0.08445
C -3.40809 -0.23288 -0.07326
C 3.01538 1.09018 -0.33793
C 3.06849 -0.31455 0.03417
C 1.85888 0.06224 -0.79324
O -1.59709 2.07226 0.89550
S -2.09477 0.89547 -0.42663
Cl -5.11796 0.27398 0.09895
H -0.86430 -2.49018 0.47221
H -3.39094 -2.28992 0.75783
H 2.64164 1.78087 0.39130
H 3.83742 1.59283 -0.99296
H 3.76808 -0.85728 -0.55463
H 3.06222 -0.63976 1.00480
H 2.04447 -0.46203 -1.77793
H -2.08865 2.87093 0.90506
```

Calculated values
Charge: 0
F_max, eV/A: 4.80
Kohn-Sham gap, eV: 6.55

***

# 4
Density functional theory data (ωB97M-V with the def2-TZVPD basis set) for a structure of composition C43H28BrCl2IN4OPPt in a non-equilibrium geometry.

```
82
Properties=species:S:1:pos:R:3
Pt -0.96442 0.77745 -0.37042
Br 5.05003 2.84529 7.39800
C 3.80037 3.86484 6.39177
C 3.91655 5.24213 6.35140
C 2.99910 5.98316 5.62645
C 1.96932 5.36170 4.91092
C 1.87121 3.95921 4.97953
C 2.77519 3.21930 5.71673
N 1.08337 6.19441 4.21957
N 0.17047 5.77818 3.44462
C 0.37634 4.88111 2.43403
C 1.64278 4.46241 1.99104
C 1.81221 3.49274 1.03249
C 0.70461 2.82497 0.46982
O 0.82161 1.88802 -0.39115
C -0.61194 3.26596 0.90497
N -1.67126 2.57616 0.39290
C -2.89578 2.95127 0.67684
C -3.15274 4.05222 1.51163
C -2.10722 4.72335 2.08613
C -0.78253 4.32583 1.79967
H 4.71631 5.73454 6.88774
H 3.07859 7.06165 5.58368
H 1.07069 3.45102 4.46127
H 2.68236 2.14269 5.76483
H 2.50734 4.92647 2.44768
H 2.80173 3.18999 0.71673
H -3.69750 2.37224 0.23813
H -4.17667 4.33909 1.70545
H -2.26700 5.55315 2.76072
I -0.63264 0.41198 -3.64925
C 0.57931 -1.25867 -4.21823
C 0.71902 -1.35769 -5.57264
C 1.47764 -2.38964 -6.14904
C 2.04560 -3.32416 -5.35091
C 1.93064 -3.26007 -3.94120
C 2.49483 -4.31341 -3.17459
C 2.44735 -4.29939 -1.82074
C 1.86832 -3.21324 -1.14365
C 1.29403 -2.15314 -1.80784
P -0.11847 -1.32304 -0.88645
C -2.48245 -0.72857 -0.06691
C -2.79393 -1.57537 0.99681
C -2.88191 -3.02027 1.06868
C -2.24387 -3.99467 0.27717
C -1.70048 -3.45173 -0.86563
C -2.65626 -1.43643 -1.34686
C 0.62938 -1.53045 0.81408
C 1.80364 -0.74468 0.86656
C 2.51523 -0.56500 2.03643
C 2.06059 -1.15159 3.21352
C 0.92106 -1.93324 3.18007
C 0.21994 -2.13465 1.99291
C 1.23446 -2.19524 -3.29843
H 0.22005 -0.63699 -6.20461
H 1.59243 -2.43213 -7.22447
H 2.61501 -4.14182 -5.77726
H 2.95026 -5.13980 -3.70742
H 2.84552 -5.12436 -1.24356
H 1.86927 -3.22645 -0.06444
H -3.00516 -1.10442 1.95648
H -3.35929 -3.39848 1.97123
H -2.23838 -5.04353 0.54004
H -0.40217 -2.84180 -2.32159
H -1.21674 -1.28099 -2.61109
H 2.14079 -0.28370 -0.05362
H 3.41397 0.03993 2.04017
H 2.59054 -0.99571 4.14540
H 0.55779 -2.40192 4.08685
H -0.64468 -2.78109 2.00448
Cl -4.97049 0.24473 -5.15193
C -4.42642 -1.25323 -4.40352
C -4.40958 -2.43632 -5.24663
C -3.59779 -3.51205 -5.14382
C -2.48670 -3.73062 -4.26382
C -2.12656 -2.97786 -3.21925
Cl -1.50932 -2.34053 -1.91273
C -4.02872 -1.18418 -3.14487
N -3.93260 -1.22318 -1.90588
H -5.11736 -2.41405 -6.06742
H -3.75549 -4.30382 -5.87237
H -1.82232 -4.57384 -4.50140
```

Calculated values
Charge: -1
F_max, eV/A: 6.81
Kohn-Sham gap (spin up / spin down), eV: 4.16 / 4.20

***

# 5
Density functional theory data (ωB97M-V with the def2-TZVPD basis set) for a structure of composition C33H46MgN4O3.

```
87
Properties=species:S:1:pos:R:3
Mg -0.37780 -0.37547 -0.07829
C 1.44626 0.02483 2.60615
C 2.29135 -0.55304 1.61476
C 1.57620 -1.64453 1.04536
C 0.26976 -1.64806 1.67843
C 0.24191 -0.65879 2.68488
C -0.84284 -0.48667 3.72944
C -0.54860 -1.46061 4.88332
C -2.22804 -0.81984 3.16740
C -0.85246 0.93260 4.30219
C 2.04821 -2.91098 0.29437
C 0.92809 -3.96466 0.24272
C 3.19212 -3.56682 1.08636
C 2.47055 -2.71130 -1.16858
C 3.72953 -0.01609 1.50811
C 4.52953 -0.39146 0.26046
C 4.51885 -0.48050 2.74303
C 3.71670 1.52308 1.51753
H 1.70840 0.87628 3.21702
H -0.40129 -2.49486 1.66091
H -0.53819 -2.48957 4.52020
H -1.30745 -1.37832 5.66657
H 0.42858 -1.25034 5.32095
H -2.27477 -1.85642 2.82995
H -2.48395 -0.18229 2.32051
H -2.99046 -0.69040 3.94011
H 0.10443 1.17437 4.76699
H -1.62668 1.02683 5.06771
H -1.04670 1.67744 3.52858
H 0.65592 -4.30777 1.24116
H 1.28893 -4.82988 -0.31804
H 0.03810 -3.59112 -0.26198
H 2.90917 -3.67576 2.13477
H 4.11646 -2.99616 1.05006
H 3.40278 -4.56093 0.68204
H 1.61289 -2.41090 -1.77264
H 2.83633 -3.65934 -1.57298
H 3.26734 -1.98421 -1.28631
H 4.72852 -1.45524 0.18162
H 5.49797 0.11451 0.29632
H 4.02407 -0.06147 -0.64695
H 4.60564 -1.56609 2.77348
H 4.01330 -0.16394 3.65585
H 5.52709 -0.05521 2.73981
H 3.17904 1.90680 0.64661
H 4.74135 1.90096 1.47095
H 3.25669 1.93252 2.41505
N 3.45877 3.27454 -5.13668
C 3.65636 4.30835 -6.02865
C 4.69277 4.60560 -6.90877
C 4.54897 5.75157 -7.66347
C 3.41425 6.57394 -7.54796
C 2.39312 6.27087 -6.67352
C 2.51998 5.11562 -5.90104
N 1.65922 4.58236 -4.95681
C 2.24956 3.49995 -4.53294
C 1.68891 2.61066 -3.50563
C 0.44676 2.91032 -2.95403
C -0.06196 2.08422 -1.97354
N 0.58144 1.00526 -1.51660
C 1.75502 0.70308 -2.06768
C 2.34502 1.47314 -3.05415
H 4.08074 2.50520 -4.96827
H 5.56686 3.97534 -7.00089
H 5.32776 6.02479 -8.36255
H 3.34646 7.46207 -8.16136
H 1.51731 6.89814 -6.58070
H -0.09950 3.77620 -3.29795
H -1.03330 2.27882 -1.53857
H 2.23645 -0.18928 -1.69652
H 3.30619 1.16490 -3.44246
O -2.25866 -0.32969 -1.06567
C -1.81885 -1.24757 -1.79911
O -0.65316 -1.70109 -1.66283
H -2.46659 -1.67371 -2.57981
C 0.71459 3.40516 1.38017
N -0.73268 3.48955 1.30410
C -1.34558 4.79478 1.45058
C -1.46498 2.39968 1.08457
O -1.00554 1.27618 0.91753
H 1.05544 3.84884 2.31675
H 1.17049 3.94147 0.54508
H 1.00732 2.35811 1.35865
H -1.01783 5.25679 2.38268
H -2.42867 4.69310 1.47321
H -1.06788 5.44741 0.62065
H -2.54918 2.57611 1.07797
```

Calculated values
Charge: 0
F_max, eV/A: 0.47
Kohn-Sham gap, eV: 6.12

***

# 6
Density functional theory data (ωB97M-V with the def2-TZVPD basis set) for a structure of composition C51H50Cl3IrN9O4S.

```
119
Properties=species:S:1:pos:R:3
Ir 0.41688 0.19423 -0.20329
C -0.44573 -4.72900 -1.16722
C 0.97656 -4.34170 -1.47396
C 1.72803 -5.21244 -2.25701
C 3.03254 -4.92064 -2.61516
C 3.56048 -3.69900 -2.23710
C 2.84479 -2.79352 -1.45849
C 3.52505 -1.48685 -1.13326
C 1.55371 -3.13793 -0.98990
N 0.84475 -2.29192 -0.11397
C 0.41487 -2.80793 1.03946
O 0.65606 -3.92250 1.53463
C -0.45129 -1.87723 1.85957
C -0.81473 -2.18541 3.15709
C -1.68484 -1.34233 3.83337
C -2.19003 -0.22928 3.17457
C -1.77524 0.03121 1.88438
N -0.89164 -0.76480 1.26029
C -2.33401 1.18214 1.08244
O -3.34962 1.76076 1.50231
N -1.63666 1.44862 -0.02089
C -1.98184 2.61284 -0.74032
C -1.58247 3.86508 -0.23687
C -0.95476 3.95270 1.13014
C -1.80538 5.01398 -0.98499
C -2.46208 4.95492 -2.20389
C -2.93110 3.73202 -2.65728
C -2.70940 2.56076 -1.93787
C -3.26989 1.26165 -2.44888
H -0.79327 -5.48028 -1.88108
H -1.10858 -3.86296 -1.20719
H -0.51600 -5.13609 -0.15797
H 1.27483 -6.14663 -2.57656
H 3.62287 -5.62206 -3.19533
H 4.56744 -3.42904 -2.54433
H 4.09501 -1.14782 -2.00374
H 4.22063 -1.59000 -0.29455
H 2.81026 -0.71834 -0.86189
H -0.41560 -3.08964 3.59592
H -1.98813 -1.56147 4.84938
H -2.91440 0.43955 3.61982
H -0.36602 3.05909 1.34415
H -1.73980 4.00821 1.88916
H -0.32599 4.84117 1.22193
H -1.46084 5.96939 -0.59930
H -2.63324 5.85485 -2.78387
H -3.49939 3.68214 -3.58141
H -4.17591 1.44405 -3.03175
H -3.51451 0.59657 -1.62121
H -2.54423 0.75590 -3.09124
Cl 6.87470 4.94717 -0.14088
C 6.08892 4.18510 -1.48799
C 5.71844 2.85325 -1.41560
C 5.12802 2.26132 -2.52169
C 4.89282 2.97706 -3.69207
C 4.22285 2.32075 -4.87506
C 2.72430 2.68337 -4.91222
N 2.09298 2.51959 -3.62183
C 1.78194 3.53798 -2.74321
C 1.29628 2.93151 -1.63045
N 1.29687 1.56834 -1.81158
C 1.79215 1.35285 -3.01002
O 4.39718 0.92093 -4.78262
C 4.33863 0.28703 -6.05634
C 4.39286 -1.19270 -5.87900
C 5.48579 -1.96735 -6.11190
Cl 7.02407 -1.44319 -6.67348
S 5.19705 -3.63098 -5.78760
C 3.57899 -3.29213 -5.31970
C 3.29037 -1.97300 -5.41202
C 5.25492 4.31773 -3.71266
Cl 4.97386 5.28795 -5.13630
C 5.85529 4.93204 -2.62733
H 5.87852 2.28774 -0.50547
H 4.83988 1.21820 -2.48480
H 4.68261 2.68612 -5.79887
H 2.22072 2.04843 -5.64021
H 2.61592 3.72107 -5.21514
H 1.92951 4.57962 -2.98313
H 0.93633 3.37852 -0.72319
H 1.91126 0.38960 -3.47277
H 5.17651 0.62809 -6.67111
H 3.40694 0.55041 -6.56869
H 2.94901 -4.09400 -4.96425
H 2.32953 -1.54995 -5.13825
H 6.13618 5.97478 -2.67105
C 2.91494 3.43396 1.33367
C 3.64539 2.16517 1.67908
C 4.96146 2.24223 2.10661
C 5.67097 1.11417 2.49493
C 5.01093 -0.10949 2.50776
C 3.69866 -0.23892 2.08784
C 3.01531 -1.56698 2.20843
C 2.99109 0.89481 1.56827
N 1.75559 0.79765 1.03014
H 3.25533 4.25209 1.97229
H 1.84246 3.29677 1.47212
H 3.08990 3.72359 0.29413
H 5.43777 3.21688 2.14901
H 6.70226 1.18946 2.81988
H 5.52502 -0.99348 2.87550
H 3.49584 -2.17934 2.97395
H 3.04014 -2.12458 1.26961
H 1.96933 -1.43200 2.47491
C -3.52386 -3.39897 -3.26834
N -2.39901 -2.49484 -3.31356
C -1.55485 -2.24049 -4.44518
C -0.51719 -1.29343 -3.82811
O 0.38211 -0.82262 -4.50619
N -0.77781 -1.11266 -2.49818
C -1.88770 -1.83538 -2.25165
N -2.48709 -1.89600 -1.07951
H -3.72606 -3.75651 -4.27400
H -4.42031 -2.89391 -2.89880
H -3.31670 -4.26421 -2.62999
H -2.08210 -1.74234 -5.26137
H -1.06717 -3.14134 -4.82424
H -2.01575 -1.44158 -0.30799
H -3.29093 -2.47543 -0.92944
```

Calculated values
Multiplicity: 5
⟨S²⟩: 6.05
Charge: -1
F_max, eV/A: 0.95
Kohn-Sham gap (spin up / spin down), eV: 5.34 / 6.67

***

# 7
Density functional theory data (ωB97M-V with the def2-TZVPD basis set) for a cluster of 10 separate species, CH21NO10 in total in a non-equilibrium geometry.

```
33
Properties=species:S:1:pos:R:3
N -2.02120 0.63420 2.35608
C -1.62234 -0.64232 2.11723
O -2.33626 -1.40652 1.48221
H -1.36228 1.37795 2.53100
H -2.95271 0.96696 2.17409
H -0.71555 -0.98108 2.61588
O -0.01836 2.00376 -2.50636
H 0.39870 2.44369 -3.25439
H 0.70294 1.50940 -2.05396
O 0.96498 -2.51220 0.40410
H 1.35757 -2.69996 -0.46235
H 0.02074 -2.51364 0.19231
O -3.28468 -0.10864 -0.70991
H -3.37437 -0.20592 0.24641
H -3.60478 -0.96026 -1.02976
O 1.91793 0.68011 -1.44494
H 2.57725 1.10305 -0.85347
H 1.51000 0.13483 -0.76550
O 2.86438 1.50687 0.93528
H 2.23948 1.32689 1.66143
H 3.58372 1.01543 1.36402
O -0.27066 2.23774 0.36776
H -1.19813 2.00578 0.25545
H 0.10604 2.05471 -0.50320
O 2.25108 -1.75402 -2.08867
H 1.39978 -1.95261 -2.50193
H 2.18943 -0.76624 -2.00894
O -1.04986 -0.33487 -2.26332
H -1.84658 -0.26763 -1.71052
H -0.90974 0.41857 -2.86859
O 1.51532 -0.63064 2.56318
H 2.04480 -1.17848 3.15574
H 1.23990 -1.30983 1.91663
```

Calculated values
Charge: 0
F_max, eV/A: 1.60
Kohn-Sham gap, eV: 10.69

***

# 8
Density functional theory data (ωB97M-V with the def2-TZVPD basis set) for a structure of composition C43H38BrKN6O4SSb in a non-equilibrium geometry.

```
95
Properties=species:S:1:pos:R:3
K 0.36371 -1.29747 -0.45333
C -3.17444 -2.48908 -1.13744
C -2.33561 -3.60204 -1.67827
C -2.94093 -4.75188 -2.18632
C -2.13574 -5.75835 -2.68913
C -0.76425 -5.57620 -2.65907
C -0.24485 -4.40722 -2.11627
N -1.02032 -3.44853 -1.64355
Sb 1.90514 -4.19981 -1.97582
C 2.08572 -2.31044 -2.94819
C 3.34679 -1.87142 -3.31081
C 3.46593 -0.60118 -3.83435
C 2.31432 0.14502 -4.02999
C 1.08480 -0.43015 -3.73959
C -0.19649 0.28742 -4.02440
N 0.98097 -1.64240 -3.20264
C 1.96136 -3.65579 0.08632
C 3.17015 -3.46439 0.73160
C 3.14473 -3.10702 2.06550
C 1.91952 -2.95084 2.69421
C 0.75968 -3.17239 1.96451
C -0.59418 -2.98097 2.56919
N 0.79644 -3.54462 0.69088
H -3.88365 -2.86976 -0.40459
H -3.74453 -2.02436 -1.94110
H -2.53874 -1.73678 -0.67411
H -4.01949 -4.85301 -2.17753
H -2.56540 -6.67055 -3.08495
H -0.09342 -6.33473 -3.04067
H 4.21027 -2.49347 -3.11856
H 4.43588 -0.19118 -4.07236
H 2.37006 1.16174 -4.39264
H -0.01583 1.16216 -4.64633
H -0.62899 0.60257 -3.07672
H -0.89201 -0.38866 -4.52166
H 4.10002 -3.55593 0.18862
H 4.06516 -2.93023 2.60662
H 1.85743 -2.65179 3.73234
H -0.65335 -3.45501 3.54661
H -1.34347 -3.40122 1.90468
H -0.78332 -1.91455 2.68978
C -4.62642 1.90373 -4.14285
C -4.69049 1.47737 -2.71066
C -5.86793 1.49647 -1.96390
C -5.83450 1.08524 -0.63351
C -4.61093 0.70411 -0.12352
Br -4.46925 0.15775 1.69403
N -3.48460 0.67790 -0.80133
C -3.53276 1.05101 -2.07472
H -5.60400 2.20364 -4.51210
H -4.25373 1.08343 -4.75480
H -3.93749 2.74132 -4.25255
H -6.79642 1.81878 -2.41284
H -6.71686 1.08364 -0.01505
H -2.59086 1.00224 -2.60077
O 2.22790 5.79781 -2.11307
C 2.79554 5.04092 -1.31881
O 3.76198 5.23102 -0.57402
C 2.15857 3.61768 -1.21613
C 0.77512 3.49063 -1.12862
C 0.23323 2.22892 -0.97841
N 0.95224 1.11505 -0.91809
C 2.27625 1.22860 -0.99781
C 2.91323 2.45612 -1.15838
C 3.10819 -0.04859 -0.82379
O 4.33360 0.07459 -0.79003
O 2.46732 -1.12098 -0.69779
H 0.14675 4.36881 -1.19062
H -0.84225 2.09062 -0.89287
H 3.99211 2.48392 -1.20055
N 0.78264 -0.16074 1.82015
S 0.07294 1.11292 2.32905
C 1.20539 2.52453 2.45612
C 2.47126 2.48358 1.90641
C 3.25231 3.62915 1.91801
C 2.76870 4.79134 2.49152
C 1.51049 4.81138 3.07348
C 0.71961 3.67690 3.05062
C -0.11905 0.95714 4.16554
C 0.96515 0.72269 4.99394
C 0.76141 0.51930 6.34725
C -0.52165 0.55283 6.86875
C -1.60427 0.78066 6.03657
C -1.40379 0.97548 4.68093
H 1.74231 -0.26021 2.12629
H 2.83955 1.57888 1.44647
H 4.21505 3.63136 1.43492
H 3.37310 5.68499 2.46817
H 1.13457 5.71578 3.53018
H -0.26765 3.67190 3.49143
H 1.96513 0.71367 4.58409
H 1.60547 0.35002 7.00014
H -0.67499 0.40375 7.92742
H -2.60386 0.81741 6.44351
H -2.24241 1.14808 4.02217
```

Calculated values
Charge: -1
F_max, eV/A: 3.79
Kohn-Sham gap, eV: 6.62